Computed, not measured: a cluster of 9 separate species, C32H30F8N2O24S in total, with wB97M-V/def2-TZVPD.

```
97
Properties=species:S:1:pos:R:3:forces:R:3
O -2.630 -3.459 1.850 0.022 -0.132 -0.043
C -2.633 -3.315 0.676 -0.113 0.155 0.393
O -3.644 -2.753 -0.028 0.256 -0.155 -0.141
C -3.210 -2.632 -1.386 -0.398 0.173 -0.182
C -2.138 -3.687 -1.468 0.359 0.214 -0.055
F -1.151 -3.333 -2.332 0.009 -0.093 0.076
O -1.615 -3.698 -0.150 -0.409 -0.165 -0.163
H -2.811 -1.630 -1.553 0.172 -0.085 -0.014
H -4.032 -2.807 -2.076 -0.111 -0.051 0.195
H -2.501 -4.684 -1.723 0.123 0.000 -0.096
O -10.544 0.529 6.230 0.038 -0.028 0.023
C -9.703 1.295 5.902 -0.186 -0.126 0.242
O -9.737 2.629 6.150 0.206 -0.192 -0.229
C -8.486 3.180 5.721 -0.094 0.553 0.036
C -8.025 2.164 4.711 0.362 -0.246 0.284
F -6.672 2.059 4.681 -0.384 0.077 0.073
O -8.572 0.957 5.215 -0.275 0.313 -0.223
H -7.809 3.250 6.574 0.112 -0.144 -0.095
H -8.618 4.170 5.292 -0.188 -0.029 0.098
H -8.394 2.335 3.697 0.151 -0.026 -0.044
O -8.952 6.622 5.195 -0.018 -0.152 -0.020
C -9.524 6.591 4.159 0.095 0.043 0.438
O -9.224 5.747 3.138 -0.234 0.183 -0.045
C -10.222 5.927 2.127 0.174 -0.280 -0.330
C -10.727 7.316 2.427 -0.443 -0.050 0.152
F -12.040 7.449 2.122 0.075 0.056 0.036
O -10.565 7.404 3.833 0.361 -0.017 -0.393
H -11.003 5.174 2.247 -0.115 0.148 0.056
H -9.791 5.837 1.132 0.198 -0.013 0.121
H -10.162 8.116 1.946 -0.123 0.050 -0.027
O 4.618 -3.172 -1.677 0.046 0.016 -0.097
C 3.670 -3.542 -1.063 0.112 0.072 -0.034
O 2.710 -2.723 -0.582 0.082 -0.280 0.003
C 1.681 -3.551 -0.025 -0.281 0.322 0.217
C 2.430 -4.823 0.271 -0.202 -0.331 -0.110
F 1.635 -5.916 0.134 0.104 0.026 -0.041
O 3.417 -4.837 -0.748 0.068 0.318 0.234
H 0.894 -3.697 -0.764 0.068 -0.164 -0.010
H 1.251 -3.095 0.864 0.152 0.159 -0.044
H 2.917 -4.848 1.247 0.002 -0.112 -0.034
O -0.870 6.627 1.819 0.111 0.324 -0.168
C -0.867 6.754 0.641 -0.006 0.192 0.332
O -1.873 7.308 -0.077 0.224 -0.140 -0.130
C -1.433 7.401 -1.436 -0.398 0.156 -0.175
C -0.367 6.338 -1.494 0.401 0.212 -0.072
F 0.623 6.666 -2.359 -0.017 -0.076 0.069
O 0.148 6.350 -0.173 -0.391 -0.208 -0.102
H -1.028 8.398 -1.621 0.170 -0.086 -0.012
H -2.254 7.217 -2.126 -0.116 -0.044 0.197
H -0.736 5.338 -1.731 0.113 -0.007 -0.078
O 8.621 -1.591 -6.303 -0.035 -0.119 -0.097
C 8.333 -2.116 -5.278 -0.113 0.040 -0.367
O 7.075 -2.488 -4.932 0.540 0.020 0.195
C 7.175 -3.208 -3.693 -0.668 -0.087 0.196
C 8.469 -2.688 -3.129 0.237 -0.391 -0.116
F 9.115 -3.629 -2.392 0.027 0.117 0.021
O 9.226 -2.415 -4.295 -0.296 0.301 0.148
H 7.212 -4.279 -3.898 0.213 0.016 0.042
H 6.326 -3.002 -3.047 -0.093 0.102 -0.200
H 8.370 -1.775 -2.538 0.090 -0.061 0.081
O 5.910 -4.876 -11.446 -0.052 -0.042 0.035
C 6.009 -4.509 -10.326 -0.158 0.018 -0.303
O 5.919 -3.214 -9.927 0.096 -0.355 0.173
C 5.951 -3.205 -8.496 0.021 0.765 0.103
C 6.644 -4.500 -8.184 -0.398 -0.252 0.179
F 6.196 -5.030 -7.015 0.139 -0.095 -0.065
O 6.239 -5.331 -9.258 0.341 0.327 -0.047
H 4.930 -3.177 -8.112 0.042 -0.224 0.078
H 6.494 -2.340 -8.119 0.051 0.031 -0.211
H 7.734 -4.430 -8.162 -0.016 -0.111 0.146
O 5.238 -3.975 1.832 -0.136 -0.032 0.002
C 6.419 -3.878 1.777 -0.169 -0.104 0.083
O 7.167 -3.132 2.624 0.072 -0.128 -0.241
C 8.543 -3.388 2.323 0.191 0.307 0.290
C 8.468 -3.865 0.895 0.154 -0.442 0.003
F 9.430 -4.777 0.620 -0.087 0.039 -0.046
O 7.200 -4.499 0.853 -0.017 0.458 0.017
H 8.925 -4.160 2.992 0.005 -0.110 -0.151
H 9.142 -2.488 2.439 -0.211 0.097 0.042
H 8.501 -3.069 0.149 0.090 -0.096 -0.071
S -4.303 1.029 3.825 0.569 -0.269 -0.032
C -2.646 0.565 3.271 -0.100 0.078 0.343
C -2.304 -0.765 3.242 0.594 0.174 -0.208
C -0.988 -1.171 2.840 0.093 1.246 -0.087
C -0.080 -0.205 2.471 -0.577 -0.310 0.133
C -0.420 1.187 2.471 0.259 -0.674 0.071
N 0.551 2.067 2.111 -0.711 0.731 0.074
C 0.149 3.320 2.137 -0.094 -0.350 0.031
C -1.172 3.714 2.509 -0.266 0.536 0.083
N -2.132 2.894 2.899 1.717 0.016 -0.640
C -1.715 1.602 2.870 -0.927 -1.319 0.424
H -4.034 1.209 5.146 0.060 -0.047 -0.523
H -3.030 -1.516 3.523 0.016 0.076 0.031
H -0.673 -2.205 2.831 -0.291 -0.060 0.078
H 0.918 -0.494 2.163 0.021 0.227 0.029
H 0.873 4.079 1.859 -0.084 0.047 0.022
H -1.403 4.778 2.466 -0.001 -0.425 0.185
```
Positions in Å, forces in eV/Å.

The value obtained for the HOMO-LUMO gap is 8.6 eV. The total charge is 0. Its structure (SMILES) is O=C1OC[C@@H](F)O1.O=C1OC[C@@H](F)O1.O=C1OC[C@@H](F)O1.O=C1OC[C@@H](F)O1.O=C1OC[C@@H](F)O1.O=C1OC[C@@H](F)O1.O=C1OC[C@@H](F)O1.O=C1OC[C@@H](F)O1.Sc1cccc2nccnc12. As for the strongest force on any atom: 1.83 eV Å⁻¹. The value obtained for the calculated total energy is -118366.37965 eV.


Computed, not measured: a structure of composition C32H30N5O4PbSeSi, with wB97M-V/def2-TZVPD.

```
74
Properties=species:S:1:pos:R:3:forces:R:3
Pb -0.102 -0.645 0.814 -0.244 0.072 0.210
C -3.378 1.673 -0.578 -0.556 -0.028 0.712
O -2.391 0.960 -1.351 -0.045 -0.104 1.217
C -2.117 1.400 -2.527 0.867 -0.687 -0.783
C -2.894 2.301 -3.219 0.613 0.902 -0.962
C -2.416 2.785 -4.417 -0.178 0.035 -0.106
C -1.240 2.320 -5.095 -1.333 0.800 0.474
C -0.527 1.365 -4.485 0.666 -0.605 0.135
C -0.927 0.904 -3.183 -0.088 0.047 0.370
N -0.170 0.105 -2.444 0.233 0.439 -0.519
N 0.994 -0.186 -2.879 0.051 -0.049 0.302
C 1.425 -1.362 -3.115 -0.705 0.591 0.203
C 0.384 -2.441 -2.953 0.048 -0.147 0.162
O -0.789 -2.141 -2.838 0.309 0.096 -0.080
C 0.934 -3.766 -2.805 0.049 -0.507 0.021
C 2.257 -3.970 -2.942 -0.593 -0.959 0.382
C 3.192 -2.954 -3.354 -0.085 -0.532 0.017
C 4.433 -3.315 -3.803 1.435 -0.812 -0.113
C 5.281 -2.416 -4.423 0.121 0.042 0.109
C 4.879 -1.099 -4.567 -0.187 0.687 -0.046
C 3.634 -0.700 -4.071 0.315 -0.350 -0.023
C 2.797 -1.644 -3.457 0.146 1.296 -0.819
H -4.347 1.566 -1.059 -0.123 -0.114 0.060
H -3.412 1.239 0.433 0.227 -0.047 -0.626
H -3.155 2.735 -0.452 0.381 -0.161 -0.319
H -3.755 2.712 -2.760 -0.643 0.352 0.072
H -2.970 3.591 -4.876 -0.108 0.014 -0.143
H -1.002 2.816 -6.022 0.312 -0.281 -0.131
H 0.390 0.965 -4.925 -0.327 0.139 0.220
H 0.218 -4.552 -2.598 0.200 -0.064 0.062
H 2.660 -4.980 -2.799 -0.191 0.372 -0.111
H 4.784 -4.335 -3.666 -0.208 0.052 -0.105
H 6.248 -2.749 -4.786 -0.127 0.074 0.017
H 5.523 -0.368 -5.080 -0.370 -0.398 0.318
H 3.308 0.318 -4.222 -0.109 0.042 0.115
O 1.036 0.087 4.879 0.381 0.023 0.109
C 0.996 -0.470 3.812 -0.579 0.196 -0.360
N -0.164 -0.794 3.114 0.357 -0.077 0.285
C -1.273 -1.045 3.882 -0.026 -0.184 -0.242
O -1.327 -1.135 5.089 -0.164 -0.062 -0.141
C -2.523 -1.333 3.065 0.393 0.358 0.325
C -3.627 -1.830 3.716 -0.412 -0.075 -0.601
C -4.762 -2.098 2.935 0.065 -0.341 1.996
C -4.733 -1.907 1.586 -0.123 0.320 -0.410
C -3.582 -1.365 1.053 0.029 -0.332 -1.422
N -2.507 -1.074 1.756 0.377 -0.032 0.223
C 2.269 -0.864 3.107 0.772 -0.120 0.124
C 3.445 -0.972 3.855 -0.690 -0.041 -0.848
C 4.592 -1.396 3.197 -0.139 0.045 0.467
C 4.542 -1.676 1.844 -0.062 -0.149 -0.344
C 3.331 -1.509 1.178 0.810 0.019 -0.217
N 2.235 -1.121 1.791 -0.755 0.366 0.726
H -3.541 -1.996 4.782 -0.247 0.002 -0.077
H -5.642 -2.471 3.452 0.019 -0.030 -0.278
H -5.578 -2.140 0.959 -0.036 -0.004 -0.070
H -3.492 -1.242 -0.034 -0.074 0.136 0.356
H 3.380 -0.738 4.903 0.205 0.032 0.180
H 5.499 -1.512 3.771 0.177 -0.040 -0.114
H 5.409 -2.039 1.297 -0.132 0.156 0.151
H 3.258 -1.653 0.102 0.023 -0.122 0.061
C 0.469 3.919 3.547 0.090 -0.010 0.309
Si -0.888 3.141 2.532 0.423 0.400 0.994
C -1.985 4.515 1.976 0.197 0.633 -0.389
C -1.910 2.111 3.678 -0.216 -0.891 -0.293
Se 0.069 2.089 0.832 0.336 -0.668 -1.053
H 0.035 4.497 4.364 -0.137 -0.007 0.109
H 1.108 4.613 3.003 0.081 -0.133 -0.193
H 1.081 3.137 4.008 0.070 0.085 -0.100
H -2.331 4.965 2.912 -0.258 0.042 -0.125
H -2.828 4.143 1.398 -0.197 0.194 -0.003
H -1.458 5.311 1.418 -0.249 -0.435 0.098
H -2.478 2.810 4.295 -0.158 -0.193 0.057
H -1.287 1.485 4.326 -0.077 0.185 0.006
H -2.590 1.425 3.123 0.174 0.543 0.414
```
Positions in Å, forces in eV/Å.

The value obtained for the HOMO-LUMO gap is 4.7 eV. The total charge is +1. As for the strongest force on any atom: 2.03 eV Å⁻¹. For the energy relative to the best compared isomer or geometry (same formula, charge and spin), the calculation gives 13.9 kcal per mole. The value obtained for the calculated total energy is -127777.40616 eV.


Computed, not measured: a structure of composition C32H31AuN5O3, with wB97M-V/def2-TZVPD.

```
72
Properties=species:S:1:pos:R:3:forces:R:3
Au 0.773 -0.448 -0.718 -0.653 -0.381 0.821
C 4.233 -0.935 -0.929 0.498 -0.006 -0.452
O 3.049 -1.241 -0.218 -0.689 0.334 -0.188
C 3.118 -1.504 1.123 -0.404 -0.161 0.735
C 4.309 -1.561 1.835 0.052 -0.060 -0.300
C 4.312 -1.858 3.189 -0.190 -0.011 0.027
C 3.120 -2.101 3.850 0.161 -0.035 0.038
C 1.931 -2.028 3.161 -0.066 0.097 -0.320
C 1.897 -1.725 1.795 1.151 -0.025 1.240
N 0.687 -1.583 1.137 -1.291 0.601 -2.529
N -0.352 -2.036 1.687 1.119 -0.443 1.539
C -1.622 -1.988 1.380 -0.735 0.654 -1.283
C -2.148 -1.323 0.202 0.178 -0.968 1.207
O -1.476 -0.509 -0.488 1.189 0.636 -1.008
C -3.508 -1.593 -0.151 -0.174 0.362 -0.344
C -4.358 -2.224 0.691 0.299 0.172 -0.167
C -3.925 -2.711 1.956 0.313 -0.115 0.348
C -4.833 -3.246 2.883 0.065 0.003 0.042
C -4.399 -3.690 4.109 -0.130 0.024 -0.064
C -3.041 -3.633 4.424 0.050 0.008 -0.093
C -2.135 -3.125 3.522 0.008 -0.078 0.146
C -2.553 -2.635 2.282 -0.309 -0.221 0.249
H 4.914 -1.791 -0.938 -0.108 0.059 0.060
H 4.745 -0.062 -0.514 -0.104 -0.038 0.057
H 3.915 -0.719 -1.947 0.068 -0.006 0.043
H 5.253 -1.387 1.347 0.049 0.019 -0.148
H 5.248 -1.896 3.722 0.113 0.011 0.023
H 3.120 -2.335 4.902 -0.011 -0.018 0.107
H 0.990 -2.196 3.659 -0.027 0.023 0.053
H -3.840 -1.183 -1.092 -0.078 0.031 -0.119
H -5.397 -2.344 0.420 -0.089 -0.016 -0.069
H -5.884 -3.281 2.629 -0.040 -0.025 -0.044
H -5.105 -4.070 4.831 -0.058 -0.061 0.033
H -2.705 -3.980 5.390 0.060 -0.032 0.057
H -1.088 -3.073 3.772 0.079 -0.025 0.070
C -2.580 0.191 -5.246 0.207 0.198 -0.073
N -2.134 -0.009 -3.897 -0.734 -0.623 0.315
C -2.295 1.120 -3.028 0.235 0.218 -0.037
C -0.946 -0.784 -3.668 0.360 0.206 0.216
C 0.328 0.056 -3.711 -0.667 -0.594 -0.263
C 0.731 0.552 -4.950 0.287 0.014 0.183
C 1.807 1.413 -5.051 -0.090 0.050 -0.213
C 2.495 1.788 -3.913 0.180 -0.075 0.172
C 2.117 1.276 -2.680 0.100 0.158 0.199
C 1.045 0.404 -2.581 -0.042 -0.052 0.500
H -3.622 0.512 -5.232 -0.051 -0.024 -0.047
H -2.511 -0.744 -5.798 -0.019 -0.035 -0.101
H -2.006 0.963 -5.774 0.005 0.077 -0.193
H -3.314 1.496 -3.097 -0.087 0.036 0.033
H -1.607 1.938 -3.286 -0.007 0.232 0.020
H -2.088 0.806 -2.007 -0.122 0.160 -0.037
H -0.897 -1.580 -4.413 0.037 -0.025 0.047
H -1.029 -1.233 -2.674 0.015 -0.179 -0.129
H 0.205 0.239 -5.840 -0.086 -0.015 -0.050
H 2.098 1.799 -6.017 0.053 0.030 -0.053
H 3.336 2.461 -3.975 0.061 0.088 -0.001
H 2.668 1.575 -1.800 0.082 0.107 0.185
N -0.137 6.158 2.467 -0.267 0.150 -0.007
C 0.980 5.406 2.509 -0.103 0.175 0.039
O 2.013 5.793 3.006 0.198 -0.115 0.024
C 0.893 4.040 1.877 0.157 -0.486 -0.175
C -0.225 3.527 1.226 0.305 0.012 0.136
C -0.140 2.272 0.650 -0.520 0.205 -0.077
N 0.959 1.533 0.692 0.003 -0.504 -0.563
C 2.023 2.002 1.328 0.434 0.136 0.222
C 2.036 3.243 1.935 -0.282 0.139 -0.020
H -0.100 7.077 2.876 0.013 -0.030 0.006
H -1.010 5.839 2.092 0.056 0.034 0.027
H -1.152 4.073 1.144 -0.081 -0.005 -0.051
H -0.980 1.831 0.134 -0.120 0.066 -0.040
H 2.893 1.359 1.351 0.091 -0.028 0.025
H 2.905 3.621 2.449 0.102 -0.013 0.011
```
Positions in Å, forces in eV/Å.

The value obtained for the HOMO-LUMO gap (alpha / beta) is 4.8 / 4.7 eV. The total charge is +1. As for the strongest force on any atom: 2.90 eV Å⁻¹. For the energy relative to the best compared isomer or geometry (same formula, charge and spin), the calculation gives 53.1 kcal per mole. The value obtained for the calculated total energy is -50963.11865 eV.